# 1
Formula: C39H51BrCrN3O7P4S2Te
Source: the Open Molecules 2025 dataset
Level of theory: wB97M-V/def2-TZVPD

Each line ends with the Mulliken charge.
Element x y z (Å)
Cr (0.49364, 0.18322, 0.20752)  -0.118
C (1.36251, -1.48228, -3.08071)  -1.659
P (1.57609, -0.14095, -1.85779)  3.310
C (3.39454, -0.28837, -1.50839)  -1.439
C (1.76543, 1.40308, -2.81859)  -0.513
C (2.38498, 1.38810, -4.06096)  -0.799
C (2.58999, 2.56592, -4.75535)  -0.979
C (2.13718, 3.76530, -4.23127)  -0.876
C (1.50619, 3.78769, -3.00111)  -1.038
C (1.34403, 2.61394, -2.27082)  -0.027
P (0.65389, 2.59526, -0.57708)  2.272
C (1.43236, 4.12496, 0.11278)  -1.711
C (-1.04255, 3.27252, -0.81839)  -1.409
H (2.27447, -2.07130, -3.15704)  0.494
H (1.06701, -1.05875, -4.03862)  0.567
H (0.54815, -2.11979, -2.73511)  0.042
H (3.96065, -0.35886, -2.43828)  0.539
H (3.58745, -1.17783, -0.91121)  0.128
H (3.71200, 0.60352, -0.96462)  0.373
H (2.72336, 0.44956, -4.47644)  0.455
H (3.09991, 2.54775, -5.70693)  0.435
H (2.26944, 4.68451, -4.78276)  0.416
H (1.14279, 4.73023, -2.61836)  0.396
H (1.22044, 4.99464, -0.50519)  0.624
H (2.50815, 3.98407, 0.16238)  0.336
H (1.02705, 4.29837, 1.10859)  0.392
H (-1.02108, 4.36183, -0.81776)  0.724
H (-1.67195, 2.91580, -0.00305)  0.157
H (-1.45142, 2.91642, -1.76205)  0.220
C (-3.19078, -2.00647, 1.64844)  -0.525
O (-2.42143, -0.85002, 1.88303)  0.148
H (-2.63037, -2.73918, 1.06275)  -0.048
H (-4.12153, -1.76652, 1.12061)  0.206
H (-3.42682, -2.43249, 2.62281)  0.297
H (-2.08327, -0.52504, 1.03695)  -0.411
C (-4.74116, 2.32410, 3.16965)  -1.331
C (-3.38520, 2.03093, 3.78730)  -0.151
O (-2.44594, 1.82644, 2.75529)  -0.239
P (-0.97891, 1.23824, 3.08546)  -0.820
O (-0.34666, 1.17579, 1.73151)  1.863
Te (-0.74243, -0.58055, 4.53642)  -0.226
O (-0.22274, 2.59329, 3.65903)  -0.411
C (-0.05216, 2.83840, 5.03229)  -0.465
C (1.40578, 2.65664, 5.42399)  -1.097
H (-5.43988, 2.60451, 3.95181)  0.441
H (-5.12019, 1.44478, 2.65710)  0.222
H (-4.64915, 3.13811, 2.45465)  0.280
H (-3.43493, 1.13667, 4.42326)  0.392
H (-3.06395, 2.88026, 4.40526)  0.182
H (-0.67443, 2.14782, 5.61689)  0.415
H (-0.38588, 3.86451, 5.22008)  0.345
H (1.68707, 1.61361, 5.29231)  0.179
H (1.55152, 2.93414, 6.46332)  0.470
H (2.03414, 3.28212, 4.79438)  0.198
Br (-4.96732, 1.74983, -5.71085)  -0.204
C (-4.54477, 1.31756, -3.90605)  -0.175
C (-5.55002, 1.34116, -2.95332)  -0.377
C (-5.22981, 1.04718, -1.63826)  -1.079
C (-3.93002, 0.74283, -1.28387)  -0.360
C (-2.93257, 0.70752, -2.25633)  0.196
C (-3.24153, 1.00006, -3.57839)  -0.464
C (-1.51413, 0.43619, -1.85929)  -0.556
O (-0.62959, 0.27861, -2.71559)  -0.813
O (-1.30420, 0.44496, -0.61419)  0.854
H (-6.56044, 1.59710, -3.23264)  0.423
H (-6.00551, 1.06568, -0.88772)  0.470
H (-3.67749, 0.53933, -0.25449)  0.434
H (-2.45770, 0.98339, -4.32046)  0.557
C (4.15097, -3.00752, 2.58649)  -1.102
N (3.77490, -1.64329, 2.29550)  0.564
C (4.66227, -0.64641, 2.47382)  -0.372
C (4.27015, 0.64894, 2.34043)  -1.457
C (2.94194, 0.89196, 1.91696)  -0.128
N (2.16148, -0.10063, 1.47590)  1.882
C (2.47902, -1.37816, 1.85376)  -1.548
O (1.64084, -2.25606, 1.85701)  -0.623
N (2.42083, 2.13806, 1.92502)  0.645
H (4.57273, -3.07470, 3.58988)  0.442
H (4.87392, -3.35831, 1.84956)  0.370
H (3.26095, -3.63026, 2.52019)  0.198
H (5.65690, -0.92739, 2.78249)  0.551
H (4.94754, 1.46152, 2.53422)  0.535
H (2.95125, 2.85340, 2.39778)  0.404
H (1.40790, 2.18432, 2.01219)  -0.959
S (2.85417, -3.56904, -0.52980)  -0.605
P (0.92951, -3.71864, -0.16613)  2.070
S (-0.31403, -2.07912, -0.13180)  0.122
C (0.50010, -4.78835, 1.25918)  0.714
C (0.84081, -6.13041, 1.15088)  -0.894
C (0.52543, -7.00611, 2.17403)  -0.675
C (-0.11929, -6.53736, 3.30977)  -0.551
C (-0.44713, -5.19472, 3.41767)  -1.041
C (-0.14880, -4.31897, 2.38860)  -0.005
C (0.15678, -4.70253, -1.51446)  0.203
C (0.92923, -5.19533, -2.55509)  -0.418
C (0.35108, -5.97393, -3.54377)  -0.667
C (-1.00521, -6.25113, -3.50123)  -0.513
C (-1.78277, -5.74010, -2.47130)  -0.751
C (-1.20705, -4.96913, -1.47801)  -0.331
H (1.34351, -6.48061, 0.25832)  0.469
H (0.77571, -8.05454, 2.08179)  0.401
H (-0.37277, -7.22314, 4.10714)  0.379
H (-0.94035, -4.81657, 4.30184)  0.480
H (-0.40716, -3.27382, 2.45587)  0.236
H (1.98922, -4.97506, -2.57453)  0.373
H (0.96062, -6.36689, -4.34650)  0.419
H (-1.45987, -6.86502, -4.26720)  0.389
H (-2.84256, -5.94990, -2.44356)  0.434
H (-1.80692, -4.57007, -0.67092)  0.231

For the total energy, the calculation gives -8256.20094 Eh. The max |F| comes out at 2.19 eV Å⁻¹. As for the spin multiplicity: 2. As for the HOMO energy (spin up / spin down): -6.9 / -6.9 eV. The value obtained for the relative energy (zero: lowest compared OMol25 entry of this formula, charge and spin) is 84.67 kJ/mol. As for the charge: 0. The value obtained for the HOMO-LUMO gap (spin up / spin down) is 5.897 / 6.486 eV. As for the LUMO energy (spin up / spin down): -0.9680 / -0.3795 eV.

---

# 2
Formula: C39H52ClO6PbSSe
Source: the Open Molecules 2025 dataset
Level of theory: wB97M-V/def2-TZVPD

Each line ends with the Mulliken charge.
Element x y z (Å)
Pb (1.14417, 0.94999, -1.67057)  1.827
C (-3.08873, -4.85481, -0.12167)  -1.533
C (-3.56083, -4.12821, -1.40047)  2.020
C (-3.18033, -4.96611, -2.64097)  -1.704
C (-5.10583, -4.04601, -1.34807)  -2.049
C (-2.87963, -2.74241, -1.48517)  -0.953
C (-1.48013, -2.66691, -1.53707)  -0.327
C (-0.81593, -1.44601, -1.60807)  -0.353
Se (1.12387, -1.51971, -1.66017)  0.018
C (1.17357, -1.44231, 0.27743)  0.554
C (1.18767, -2.65891, 0.95253)  -0.780
C (1.21367, -2.72361, 2.35443)  -0.670
C (1.22777, -1.50571, 3.07043)  0.117
C (1.21377, -0.24221, 2.42363)  -0.782
C (1.18467, -0.23091, 1.00143)  -0.263
O (1.16457, 0.93959, 0.33343)  -0.276
C (1.22747, 1.08549, 3.23933)  2.675
C (2.48487, 1.91309, 2.88443)  -1.282
C (-0.04883, 1.90569, 2.93863)  -1.606
C (1.26177, 0.86019, 4.77363)  -2.345
C (1.22297, -4.10801, 3.04553)  2.097
C (1.24887, -4.02011, 4.59103)  -2.069
C (-0.04743, -4.89041, 2.64483)  -1.563
C (2.47567, -4.89601, 2.60313)  -1.704
C (-1.54873, -0.23651, -1.62907)  1.142
O (-0.87863, 0.92969, -1.69097)  -0.558
C (-2.97453, -0.26341, -1.58227)  -0.453
C (-3.60323, -1.53151, -1.51087)  0.435
C (-3.89423, 0.99589, -1.60267)  2.086
C (-3.14673, 2.34879, -1.67957)  -1.812
C (-4.74693, 1.02919, -0.31247)  -1.623
C (-4.82563, 0.92869, -2.83617)  -1.636
H (-3.56453, -5.85611, -0.03917)  0.467
H (-3.35793, -4.26431, 0.78083)  0.333
H (-1.99053, -5.00981, -0.11987)  0.236
H (-3.65663, -5.96971, -2.59887)  0.433
H (-2.08403, -5.12271, -2.71117)  0.281
H (-3.51903, -4.45731, -3.56937)  0.359
H (-5.55183, -5.06271, -1.28727)  0.400
H (-5.50913, -3.55991, -2.26287)  0.400
H (-5.44363, -3.48021, -0.45287)  0.363
H (-0.88363, -3.56871, -1.51897)  0.323
H (1.17467, -3.56541, 0.36323)  0.280
H (1.24817, -1.54671, 4.14073)  0.677
H (2.52137, 2.20289, 1.81753)  -0.577
H (3.40447, 1.33289, 3.11503)  0.481
H (2.51247, 2.85609, 3.47263)  0.341
H (-0.13373, 2.19439, 1.87403)  0.042
H (-0.05593, 2.84889, 3.52723)  0.427
H (-0.95423, 1.32039, 3.20913)  0.378
H (2.17727, 0.30639, 5.07573)  0.386
H (0.36307, 0.30259, 5.11623)  0.450
H (1.27177, 1.83109, 5.31573)  0.390
H (0.34977, -3.49061, 4.97433)  0.361
H (2.16267, -3.49471, 4.94413)  0.395
H (1.25427, -5.03611, 5.04253)  0.396
H (-0.95843, -4.33621, 2.95873)  0.325
H (-0.06263, -5.89101, 3.12873)  0.470
H (-0.10053, -5.05301, 1.54903)  0.237
H (3.39847, -4.34701, 2.89033)  0.367
H (2.49477, -5.05641, 1.50533)  0.273
H (2.50077, -5.89761, 3.08483)  0.428
H (-4.67703, -1.56301, -1.47347)  0.404
H (-2.49353, 2.49709, -0.79277)  0.173
H (-3.86803, 3.19509, -1.69117)  0.522
H (-2.54983, 2.42459, -2.61377)  0.273
H (-4.08923, 1.08719, 0.58173)  0.315
H (-5.39023, 0.13189, -0.21037)  0.278
H (-5.42093, 1.91339, -0.30767)  0.444
H (-4.22493, 0.91409, -3.77127)  0.338
H (-5.50113, 1.81109, -2.86967)  0.450
H (-5.47103, 0.02709, -2.82697)  0.252
Cl (1.14417, 6.76139, -6.06947)  -0.277
C (1.14417, 5.62519, -4.77477)  0.176
C (1.14417, 6.06979, -3.46407)  -1.016
C (1.14417, 5.13419, -2.42377)  0.002
C (1.14417, 3.73689, -2.62977)  -0.750
O (1.14417, 2.93389, -1.64147)  0.244
C (1.14417, 3.33679, -3.98787)  1.318
C (1.14417, 1.89739, -4.39357)  -0.444
O (1.14417, 0.92089, -3.65747)  -0.489
C (1.14417, 4.26489, -5.04767)  -1.167
H (1.14417, 7.12779, -3.22767)  0.440
H (1.14417, 5.49829, -1.39537)  0.519
H (1.14417, 1.73639, -5.48427)  0.247
H (1.14417, 3.92379, -6.07707)  0.397
O (2.30597, 2.11179, -0.50877)  0.560
S (3.46087, 3.01069, -0.84147)  0.025
C (3.40787, 4.41069, 0.33963)  -0.546
C (4.72627, 4.41499, 1.09183)  -0.969
C (5.07327, 2.95439, 1.31793)  0.578
C (4.94697, 2.30009, -0.04487)  -0.935
H (2.56777, 4.24159, 1.02093)  0.220
H (3.24077, 5.34009, -0.21047)  0.551
H (4.64587, 4.96579, 2.03403)  0.411
H (5.50587, 4.89739, 0.48933)  0.351
H (4.36737, 2.50379, 2.02633)  -0.412
H (6.08117, 2.83409, 1.72643)  0.476
H (4.85227, 1.21299, 0.01673)  0.196
H (5.80237, 2.54989, -0.68057)  0.495
O (2.94607, 0.94999, -1.67057)  -1.400

For the total energy, the calculation gives -5420.94725 Eh. The max |F| comes out at 18.08 eV Å⁻¹. As for the HOMO energy (spin up / spin down): -1.9 / -1.9 eV. The value obtained for the relative energy (zero: lowest compared OMol25 entry of this formula, charge and spin) is 1302.33 kJ/mol. As for the charge: -1. The value obtained for the HOMO-LUMO gap (spin up / spin down) is 4.268 / 4.256 eV. As for the LUMO energy (spin up / spin down): 2.3719 / 2.3719 eV.